53
Properties=species:S:1:pos:R:3:lowdin_charge:R:1 method="wB97M-V/def2-TZVPD" multiplicity=5 total_charge=+1 orbital_gap_ev="6.3 / 6.0" s_squared=6.0868 e_tot_ev=-61139.5936
Ir 0.78 0.02 -0.39 1.30
O -0.58 3.66 0.37 0.14
C -0.23 2.51 0.41 -0.45
N 0.74 1.93 -0.38 -0.16
C 1.60 2.69 -1.26 -0.13
C 2.65 1.77 -1.80 -0.26
C 3.59 2.19 -2.73 0.01
C 4.53 1.29 -3.19 -0.02
C 4.53 -0.01 -2.71 -0.03
C 3.57 -0.37 -1.79 -0.11
N 2.65 0.50 -1.34 -0.07
C -0.77 1.53 1.40 -0.16
C -2.13 1.64 1.98 -0.17
C -2.07 1.19 3.41 0.01
C -1.21 0.21 3.74 -0.05
C -0.28 -0.26 2.77 -0.08
N -0.02 0.45 1.67 -0.01
H 2.07 3.51 -0.71 0.15
H 1.03 3.15 -2.08 0.15
H 3.56 3.21 -3.09 0.13
H 5.26 1.60 -3.93 0.12
H 5.25 -0.75 -3.05 0.12
H 3.51 -1.37 -1.40 0.11
H -2.51 2.65 1.85 0.16
H -2.78 1.59 4.13 0.13
H -1.19 -0.23 4.73 0.12
H 0.33 -1.14 2.93 0.11
S -0.04 -0.24 -2.88 0.60
C -1.52 0.14 -2.09 -1.13
N -1.58 0.09 -0.78 -0.09
C -2.78 0.54 -0.28 -0.25
C -3.08 0.62 1.19 -0.17
C -4.52 0.98 1.44 -0.03
C -5.38 1.32 0.45 -0.08
C -5.01 1.31 -0.92 -0.05
C -3.70 0.89 -1.24 -0.46
S -2.99 0.68 -2.81 1.09
H -2.86 -0.36 1.63 0.15
H -4.85 0.98 2.47 0.11
H -6.39 1.59 0.70 0.11
H -5.71 1.59 -1.70 0.11
N 3.06 -4.37 1.74 0.15
C 2.10 -3.89 0.91 -0.36
C 1.97 -2.52 0.68 -0.09
N 1.01 -2.05 -0.13 -0.14
C 0.18 -2.93 -0.70 -0.12
C 0.34 -4.28 -0.45 -0.08
N 1.28 -4.77 0.34 0.15
H 3.75 -3.78 2.17 0.11
H 3.14 -5.37 1.85 0.11
H 2.62 -1.79 1.13 0.12
H -0.59 -2.55 -1.36 0.07
H -0.32 -5.00 -0.92 0.12